(1)
The following is a quantum chemistry calculation of C5H14N2 in the gas phase, from OMol25.

Last column: Mulliken charge in e.
Geometry (Å):
C 2.05 1.53 0.70  -1.204
C 0.94 0.48 0.87  -0.673
C -0.16 0.31 -0.23  0.752
C -0.88 1.63 -0.45  -1.407
N -1.07 -0.72 0.24  -0.359
C -0.70 -2.12 0.03  -0.749
N -0.96 -2.68 -1.26  -0.568
H 2.62 1.53 1.63  0.354
H 2.69 1.43 -0.18  0.320
H 1.61 2.52 0.58  0.337
H 1.33 -0.48 1.17  0.268
H 0.39 0.84 1.75  0.238
H 0.43 0.02 -1.11  0.143
H -1.64 1.72 0.34  0.406
H -0.17 2.41 -0.20  0.328
H -1.29 1.77 -1.44  0.326
H -2.03 -0.55 -0.02  0.243
H 0.35 -2.17 0.28  0.327
H -1.23 -2.64 0.82  0.409
H -0.37 -2.32 -1.99  0.243
H -1.92 -2.53 -1.52  0.265

Results
SMILES string: CC[C@H](C)NCN
LUMO: 1.12 eV

***

(2)
The following is a quantum chemistry calculation of C5H14N2 in the gas phase, from OMol25.

Last column: Mulliken charge in e.
Geometry (Å):
C 0.21 2.29 -0.33  -0.875
C 1.45 1.65 0.27  -0.564
N 1.70 0.24 -0.13  -0.388
C 0.88 -0.75 0.60  -0.465
C 0.12 -1.73 -0.31  -0.645
N -1.23 -2.04 0.10  -0.376
C -2.20 -0.96 -0.07  -0.723
H 0.03 2.14 -1.38  0.304
H -0.69 1.93 0.20  0.159
H 0.15 3.35 -0.04  0.356
H 2.34 2.17 -0.08  0.309
H 1.56 1.68 1.36  0.380
H 1.50 0.20 -1.12  0.256
H 1.64 -1.38 1.09  0.200
H 0.26 -0.36 1.40  0.406
H 0.72 -2.57 -0.67  0.396
H 0.05 -1.18 -1.27  0.256
H -1.23 -2.51 0.98  0.233
H -2.15 -0.68 -1.12  0.242
H -1.90 -0.11 0.55  0.195
H -3.21 -1.36 -0.03  0.342

Results
SMILES string: CCNCCNC
LUMO: 1.13 eV

***

(3)
The following is a quantum chemistry calculation of C5H14N2 in the gas phase, from OMol25.

Last column: Mulliken charge in e.
Geometry (Å):
N 1.96 -2.19 -0.56  -0.533
C 1.00 -1.20 -0.95  -0.733
C 1.12 0.16 -0.27  -0.420
C 0.40 0.21 1.10  -0.872
C -1.14 0.18 1.15  -0.680
C -1.84 0.59 -0.12  -0.296
N -1.59 2.01 -0.33  -0.609
H 2.93 -1.93 -0.71  0.233
H 1.80 -2.66 0.32  0.203
H -0.05 -1.46 -0.93  0.397
H 1.26 -1.01 -2.00  0.275
H 0.74 0.98 -0.87  0.228
H 2.15 0.33 0.07  0.377
H 0.83 -0.58 1.72  0.416
H 0.66 1.16 1.57  0.336
H -1.52 -0.78 1.50  0.292
H -1.56 0.88 1.89  0.405
H -1.44 0.03 -0.97  0.175
H -2.91 0.46 -0.04  0.410
H -2.16 2.46 -1.02  0.201
H -0.64 2.32 -0.54  0.193

Results
SMILES string: NCCCCCN
LUMO: 1.12 eV

***

(1) is favored, and the nearest alternative lies 0.0106 hartree above it.

***

(1)
The following is a quantum chemistry calculation of C5H14N2 in the gas phase, from OMol25.

Last column: Mulliken charge in e.
Geometry (Å):
C 2.53 0.32 -0.72  -1.282
C 1.15 -0.10 -0.46  -0.359
C 0.38 0.73 0.65  0.248
N 0.37 2.17 0.37  -0.587
C -1.08 0.13 0.65  -1.007
N -1.20 -1.27 0.42  -0.119
C -2.15 -1.90 -0.55  -1.006
H 3.36 0.21 -0.01  0.321
H 2.99 -0.17 -1.62  0.345
H 2.56 1.40 -1.01  0.249
H 0.70 0.02 -1.39  0.249
H 1.08 -1.19 -0.21  0.331
H 0.85 0.55 1.67  0.231
H 0.98 2.59 -0.36  0.241
H -0.57 2.47 0.04  0.249
H -1.45 0.43 1.64  0.222
H -1.55 0.58 -0.28  0.498
H -1.06 -1.94 1.19  0.219
H -3.18 -1.86 -0.32  0.339
H -1.97 -1.51 -1.57  0.295
H -1.93 -2.97 -0.63  0.321

Results
SMILES string: CC[C@@H](N)CNC
LUMO: 1.10 eV

***

(2)
The following is a quantum chemistry calculation of C5H14N2 in the gas phase, from OMol25.

Last column: Mulliken charge in e.
Geometry (Å):
C -2.82 -0.24 0.01  -0.832
N -1.52 -0.92 0.16  -0.408
C -0.39 -0.05 -0.22  0.185
C -0.22 0.03 -1.75  -1.354
C 0.87 -0.58 0.42  -0.818
C 2.10 0.29 0.25  -0.519
N 2.07 1.38 1.22  -0.602
H -2.96 0.38 0.89  0.274
H -3.60 -1.00 -0.01  0.337
H -2.88 0.33 -0.92  0.294
H -1.46 -1.69 -0.49  0.307
H -0.48 0.98 0.15  0.317
H -1.16 0.12 -2.30  0.387
H 0.37 0.89 -2.04  0.377
H 0.32 -0.86 -2.08  0.296
H 0.98 -1.60 0.09  0.384
H 0.64 -0.71 1.48  0.305
H 2.09 0.74 -0.74  0.323
H 3.00 -0.32 0.32  0.307
H 2.18 1.03 2.17  0.218
H 2.89 1.97 1.08  0.224

Results
SMILES string: CN[C@H](C)CCN
LUMO: 1.13 eV

***

(2) is favored, and the nearest alternative lies 0.0375 hartree above it.

***

(1)
The following is a quantum chemistry calculation of CH3NOS in the gas phase, from OMol25.

Last column: Mulliken charge in e.
Geometry (Å):
O 0.70 -1.75 -0.23  -0.359
N 0.14 -0.49 -0.31  -0.373
C -0.16 0.20 0.68  0.127
S -0.86 1.80 0.31  -0.251
H 1.05 -1.82 -1.16  0.384
H -0.17 0.11 1.80  0.304
H -0.71 1.96 -1.09  0.168

Results
SMILES string: O/N=C/S
LUMO: 0.92 eV

***

(2)
The following is a quantum chemistry calculation of CH3NOS in the gas phase, from OMol25.

Last column: Mulliken charge in e.
Geometry (Å):
O -1.41 0.55 -0.91  -0.392
N -1.26 -0.19 0.26  -0.140
C 0.00 -0.49 0.72  -0.108
S 1.43 -0.01 0.00  -0.363
H -0.47 1.08 -1.02  0.304
H -2.27 0.05 0.67  0.304
H -0.10 -1.06 1.53  0.394

Results
SMILES string: ONC=S
LUMO: 0.34 eV

***

(1) is favored, and the nearest alternative lies 0.0093 hartree above it.

***

(1)
The following is a quantum chemistry calculation of a gas-phase ion, C6H14NS (charge +1), from OMol25.

Last column: Mulliken charge in e.
Geometry (Å):
C 1.39 1.67 -0.25  -0.797
C 0.33 1.55 0.87  -0.479
C -1.73 -0.14 0.03  1.231
C -1.09 -1.13 0.85  -1.809
C -2.89 -0.64 -0.80  -1.370
C 2.59 -0.65 -0.32  -1.037
N 1.51 0.27 -0.65  -0.145
S -1.30 1.48 -0.10  0.028
H 1.24 2.19 -1.17  0.462
H 2.24 1.97 0.31  0.286
H 0.30 0.67 1.47  0.296
H 0.08 2.41 1.55  0.458
H -1.59 -2.09 1.06  0.430
H -0.93 -0.86 1.81  0.561
H -0.23 -1.51 0.46  0.384
H -3.45 -1.49 -0.15  0.312
H -2.56 -1.22 -1.56  0.438
H -3.45 0.03 -1.33  0.462
H 2.18 -1.66 -0.46  0.330
H 3.51 -0.35 -0.75  0.361
H 2.65 -0.71 0.72  0.386
H 1.19 0.21 -1.61  0.212

Results
total charge: +1
LUMO: -5.18 eV

***

(2)
The following is a quantum chemistry calculation of a gas-phase ion, C6H14NS (charge +1), from OMol25.

Last column: Mulliken charge in e.
Geometry (Å):
C 1.11 2.59 0.48  -0.950
S 0.67 0.98 0.20  0.800
C -0.48 0.28 1.31  -0.834
C 2.22 -0.03 0.24  -1.098
C -0.18 0.42 -1.54  -0.682
C -0.54 -0.96 -1.08  -0.912
C -1.64 -0.88 -0.07  0.171
N -2.00 -1.99 0.57  -0.323
H 0.21 3.02 0.97  0.305
H 1.73 2.99 -0.34  0.348
H -0.90 1.11 1.92  0.369
H 0.03 -0.64 1.77  0.264
H 2.06 -0.86 0.79  0.420
H 2.51 -0.18 -0.73  0.424
H 3.12 0.59 0.69  0.337
H 0.57 0.54 -2.32  0.396
H -1.20 0.98 -1.66  0.331
H -0.82 -1.55 -1.98  0.420
H 0.25 -1.48 -0.66  0.402
H -2.57 -0.29 -0.11  0.339
H -2.85 -1.94 1.10  0.258
H -1.32 -2.68 0.45  0.214

Results
total charge: +1
SMILES string: C=S(=C)(C)CCC=[NH2+]
LUMO: -3.20 eV

***

(1) is favored, and the nearest alternative lies 0.1116 hartree above it.

***

(1)
The following is a quantum chemistry calculation of a molecular structure, C2H7N3S, from OMol25.

Last column: Mulliken charge in e.
Geometry (Å):
C -0.39 1.37 0.06  -0.835
C 0.34 -1.04 -0.02  0.069
H 0.05 1.61 1.09  0.326
H 0.22 2.17 -0.50  0.279
H -1.34 1.75 -0.11  0.342
H -1.93 -1.27 -0.80  0.288
H -2.24 -0.90 0.67  0.270
H -0.22 -1.93 0.25  0.316
H 3.95 -0.29 -0.63  0.101
N -0.54 -0.05 0.03  0.149
N -1.95 -0.48 -0.19  -0.721
N 1.62 -1.09 0.22  -0.347
S 2.44 0.15 -0.07  -0.237

Results
LUMO: 0.52 eV

***

(2)
The following is a quantum chemistry calculation of a molecular structure, C2H7N3S, from OMol25.

Last column: Mulliken charge in e.
Geometry (Å):
C -0.26 1.36 0.01  -0.934
C 0.33 -1.09 -0.12  0.042
H 0.38 1.49 0.95  0.399
H 0.03 2.11 -1.18  0.210
H -1.52 1.75 0.46  0.322
H -2.27 -1.17 -0.58  0.292
H -1.87 -0.69 1.07  0.271
H -0.07 -2.06 -0.10  0.386
H 3.80 -0.50 -0.40  0.163
N -0.60 0.00 -0.34  0.058
N -2.01 -0.34 0.10  -0.616
N 1.53 -1.10 0.10  -0.403
S 2.54 0.22 0.03  -0.190

Results
LUMO: 0.67 eV

***

(1) is favored, and the nearest alternative lies 0.0154 hartree above it.